Record 1
Here is 2 unconnected molecules or ions with the total composition C3H4O2S from OMol25. Energies are from ωB97M-V with the def2-TZVPD basis set.

```
10
Properties=species:S:1:pos:R:3
H -1.78606 0.42109 1.15226
S 1.86700 2.10285 -0.36980
H 1.26228 -2.29860 -0.48131
C 0.19437 -0.79248 -0.11865
O -1.16688 2.36678 0.74797
H -0.48550 -1.62710 -0.04743
O 1.29994 -1.35560 -0.74103
C 0.03225 0.47997 0.26560
H 1.74952 3.03310 0.73192
C -1.10097 1.15375 0.67858
```

## Properties
Energy above the lowest of the compared OMol25 structures with the same formula, charge and spin ... 97.7 kcal per mole
Frontier orbital gap ... 0.2911 Eh
Max |F| ... 5.4 eV/A
Energy ... -18101.82859 eV

***

Record 2
Here is a molecular structure, C28H50N2O6SbSiTa from OMol25. Energies are from ωB97M-V with the def2-TZVPD basis set.

```
89
Properties=species:S:1:pos:R:3
H -9.53832 -6.15118 -6.10917
C -16.36303 -2.32729 -9.63609
H -15.39450 -6.29281 -4.22152
H -15.20193 -0.61527 -9.80754
C -16.61451 -3.81463 -12.85372
C -15.22595 -4.21077 -4.71679
H -11.43397 -1.52953 -9.27339
H -17.97820 -5.44924 -7.33874
H -16.40631 -3.09996 -2.19406
O -17.52557 -4.01188 -5.19257
H -18.24962 -4.03166 -8.24367
H -14.77185 -4.28353 -3.74091
H -16.95977 -2.82420 -12.43353
H -17.17975 -6.70380 -9.12327
C -12.72186 -8.39889 -10.44133
H -13.89564 -8.21821 -5.22743
C -13.05441 -7.68394 -4.78749
H -16.51968 -3.65839 -13.95129
C -17.63656 -5.76434 -9.44265
H -12.73359 -7.49360 -12.50637
H -17.91308 -6.72821 -11.36134
H -13.10164 -9.36579 -10.72364
C -14.00852 -3.60769 -5.51406
C -12.13538 -6.89740 -8.70262
O -12.25633 -3.39032 -8.81074
H -9.64313 -2.72231 -7.83806
H -14.36326 -1.96529 -10.46559
H -14.51451 -3.86618 -12.20665
C -18.50815 -6.09392 -10.63190
C -12.53470 -7.38220 -11.42180
C -17.79714 -2.05642 -9.97212
H -12.00766 -9.87163 -6.36158
H -16.38045 -5.61076 -2.58965
C -15.34995 -5.87699 -12.71012
H -19.42532 -6.61889 -10.36545
C -10.47992 -2.18956 -7.31717
C -12.25814 -8.27511 -9.11207
C -15.87023 -5.60564 -4.93830
C -10.23202 -6.39611 -5.24569
C -11.65050 -2.09362 -8.29129
C -17.32374 -5.34153 -4.47731
C -17.23394 -5.05795 -2.99149
H -12.68770 -8.16031 -3.89599
H -11.22858 -5.60717 -12.90451
O -12.98762 -3.27062 -4.83139
C -15.78271 -6.33873 -6.25176
H -10.51366 -9.64036 -5.44639
C -16.52219 -3.36455 -4.43774
H -17.54044 -4.46502 -12.77669
O -14.84269 -5.97239 -7.13251
C -17.04981 -3.55707 -2.98996
H -19.46366 -5.28285 -8.30166
H -18.44380 -1.94846 -9.07686
H -16.19425 -2.31251 -8.57882
Si -11.60971 -7.46675 -5.92097
H -9.65190 -6.94509 -4.52652
H -13.39094 -6.65230 -4.43687
H -18.13665 -6.04368 -4.76871
H -18.38273 -2.76824 -10.60363
O -14.01547 -3.56913 -6.83983
H -12.10958 -4.25144 -12.20827
N -12.13020 -6.46704 -7.40880
H -10.77344 -2.74578 -6.42723
H -10.22032 -1.17057 -7.03623
C -15.36997 -1.52159 -10.39335
H -18.05401 -3.06813 -2.85878
C -11.47261 -5.12527 -11.92360
Ta -13.47046 -5.00526 -8.10084
Sb -15.79535 -4.48877 -9.88271
C -18.37866 -5.10747 -8.29420
H -15.60596 -1.26863 -11.43435
H -18.84052 -5.20251 -11.19807
H -18.08394 -5.40892 -2.41258
H -12.15814 -9.09868 -8.39451
H -14.50634 -6.46624 -12.29492
H -17.91309 -1.13171 -10.53043
H -16.23610 -6.46049 -12.42820
H -10.53072 -5.44497 -4.84551
C -12.08689 -6.15573 -10.98057
C -11.12384 -9.22195 -6.26048
N -12.07908 -5.89613 -9.63972
O -16.50553 -7.28971 -6.49266
H -12.55924 -1.65335 -7.84051
C -15.46948 -4.44902 -12.16907
H -10.56783 -4.66957 -11.49769
H -15.25902 -5.77638 -13.80050
H -16.46339 -2.29857 -4.78674
H -11.67284 -3.81914 -9.48652
H -10.56302 -9.36435 -7.22222
```

## Properties
Frontier orbital gap ... 0.2637 Eh
Net charge ... +2
Max |F| ... 5.1 eV/A
Energy ... -61065.69115 eV

***

Record 3
Here is 2 unconnected molecules or ions with the total composition C6H12O from OMol25. Energies are from ωB97M-V with the def2-TZVPD basis set.

```
19
Properties=species:S:1:pos:R:3
H 2.07069 1.06567 1.03186
H 1.23963 -0.76203 -0.38730
H 0.05839 -0.81588 -3.40254
H 1.87556 2.02460 -0.43418
H -1.06952 1.08233 -1.08272
C -0.33750 -1.63457 -2.78604
H -2.57354 -1.46137 -0.10519
C -1.03645 -1.03423 -1.58692
H -2.35114 -2.63010 -1.47110
O 0.46467 1.93711 5.66149
C -2.00087 -1.72242 -0.99845
H 0.63468 1.94848 0.86216
H 0.67724 2.84407 5.39711
C 1.35981 1.39583 0.28359
C 0.72833 0.19538 -0.36099
H 0.49420 -2.25168 -2.46329
H 1.20714 1.80212 6.28384
C -0.42932 0.20128 -1.02035
H -1.01200 -2.18458 -3.42099
```

## Properties
Energy above the lowest of the compared OMol25 structures with the same formula, charge and spin ... 41.3 kcal per mole
Frontier orbital gap ... 0.3621 Eh
Max |F| ... 1.4 eV/A
Energy ... -8462.56445 eV
Structure (SMILES) ... C=C(C)/C=C/C.O

***

Record 4
Here is a molecular structure, C12H11FNSbSe4Sn from OMol25. Energies are from ωB97M-V with the def2-TZVPD basis set.

```
31
Properties=species:S:1:pos:R:3
H -0.60797 1.59215 0.38527
N 0.32518 1.28724 0.65144
Se 0.47178 -1.04262 3.63027
H -1.54229 -2.95280 -0.53894
C -2.29901 -2.24764 -0.21576
Se 4.14750 0.34783 2.71388
C -2.93747 -0.24235 0.96708
H 0.58809 1.77099 1.50756
H 1.54843 1.17687 -3.75243
C 1.82074 1.43709 -2.73824
H -5.03691 0.25622 0.88606
C -4.26004 -0.43580 0.59108
H 3.78217 2.12559 -3.26480
Sb 2.96499 -1.70253 2.63274
C -4.57190 -1.54374 -0.17213
Se 3.33415 -3.92060 3.35041
Se 2.00339 -1.87593 0.08634
H 2.77154 2.33900 0.89119
C 2.50384 2.09342 -0.12806
C -1.95181 -1.14136 0.56161
C 3.07287 1.96976 -2.46333
F -5.85356 -1.74467 -0.51999
Sn 0.04811 -0.97074 1.23821
H 4.38271 2.71197 -0.93086
C 3.41004 2.29718 -1.15828
C 0.91453 1.22332 -1.71290
H -3.91652 -3.31261 -1.17529
C 1.26433 1.55420 -0.41297
H -2.69194 0.60734 1.59522
C -3.62203 -2.45710 -0.58280
H -0.06295 0.80031 -1.92154
```

## Properties
Energy above the lowest of the compared OMol25 structures with the same formula, charge and spin ... 6.9 kcal per mole
Frontier orbital gap ... 0.2562 Eh
Max |F| ... 0.5 eV/A
Energy ... -290585.90574 eV

***

Record 5
Here is C3H6N2O2 in the gas phase from OMol25. Energies are from ωB97M-V with the def2-TZVPD basis set.

```
13
Properties=species:S:1:pos:R:3
H 0.51416 -1.00661 -2.47194
H -0.60605 1.96338 1.07863
C 1.11572 0.93028 1.64035
N -0.19353 -0.47418 -1.98851
H 0.91208 -1.12854 -0.44269
H -1.07358 -0.72506 -2.42370
C -0.81622 0.13756 0.31496
C -0.13634 -0.88708 -0.57544
O -2.00397 0.10008 0.46306
H 1.45860 1.85302 2.11298
O 1.60638 -0.15085 1.80048
H -0.75629 -1.76856 -0.38813
N -0.02096 1.15655 0.87996
```

## Properties
Energy above the lowest of the compared OMol25 structures with the same formula, charge and spin ... 32.4 kcal per mole
Frontier orbital gap ... 0.3876 Eh
Max |F| ... 1.4 eV/A
Energy ... -10283.39402 eV
Structure (SMILES) ... NCC(=O)NC=O

***

Record 6
Here is a molecular structure, C31H49AsCrF5O8SSeTe from OMol25. Energies are from ωB97M-V with the def2-TZVPD basis set.

```
98
Properties=species:S:1:pos:R:3
C 0.95768 0.79087 6.29826
C 1.10085 0.93870 1.50507
O 2.78607 -0.12398 0.21449
O 0.64129 1.00408 -2.65746
C -1.68917 1.10534 -4.57584
H 2.16425 -3.59337 -1.57514
H -1.64613 1.41087 6.06399
H -5.55834 0.80183 1.31435
H -6.59712 1.15613 -0.81379
H -1.12056 -0.99260 6.36134
C -4.53451 1.64812 -0.40744
H -2.23673 -1.76257 -0.53456
C -1.12355 1.41386 5.10389
F 1.93277 -3.47426 -4.17250
H 5.19341 -2.63679 3.74853
H -4.09330 3.46578 0.70872
H 5.04359 -2.93118 1.50229
As 0.15350 -2.31879 -0.79072
H 4.92668 0.25991 1.35103
H -1.24550 -1.27584 4.61296
C -0.56613 -0.98549 5.41708
H 0.22172 -1.73865 5.47524
H -4.80010 3.75012 -0.88145
H 5.10599 0.44258 3.10024
H 3.46266 -2.74155 4.09665
Cr 1.97308 0.40539 -1.43454
H 3.29173 -3.13889 1.49623
C 2.19554 0.06715 1.36822
C -5.64276 1.16887 -1.34717
F 0.08330 -2.01271 -3.18622
F 1.76105 -1.67285 -6.11846
H -0.43716 1.53660 -6.27271
H 4.03618 -1.96269 0.41018
Se 0.86124 2.14739 0.03004
C -1.72073 1.25714 -3.04715
H -0.41281 1.78365 2.73381
H 1.32053 -2.81174 1.39085
H -0.16640 -3.78506 1.25864
C -0.33707 1.49652 -5.18418
C 4.09319 -2.39875 1.40193
H -3.83759 1.20513 -3.03845
H -2.04963 -0.43823 -6.05474
C 1.94740 -0.42001 3.70966
C -0.57265 1.29792 -2.22674
H 0.77022 -3.89059 -2.62599
F 3.85375 -2.02038 -4.52474
H -2.06517 -3.51348 -0.87511
C 1.09438 -3.78608 -1.59662
H -1.30158 -1.03339 -4.55433
C 0.79503 0.36738 3.82238
C 4.27369 -2.05475 3.83877
H -2.07683 2.10627 0.73925
H -3.01884 -0.61439 -4.57794
O 0.45586 -0.68374 -0.76147
Te 2.07039 -1.52685 -4.15725
C 0.41328 1.08473 2.69902
H -1.88506 -2.30946 -2.19704
H 0.45689 0.79781 -4.94802
C -1.72666 -2.51131 -1.14129
H 1.73461 0.04168 6.45571
H 0.39010 0.88488 7.22923
C -2.96394 1.33982 -2.41622
H -0.75846 2.42595 4.91823
S 3.75813 2.91800 -1.37345
H -2.53968 3.08557 -4.91609
O 5.05214 3.11192 -1.97816
C -0.76810 1.67991 -0.87818
O 2.54010 -1.23089 -2.34896
H -3.83583 1.08783 1.58741
C 5.09911 -0.28215 2.28247
C -2.72858 2.05014 -5.20924
F 2.69245 0.24679 -4.64149
H -0.24652 -2.04610 1.68066
H -3.75628 1.79994 -4.94054
H 4.40995 -1.35385 4.66590
H -5.75201 1.82894 -2.20989
C -3.15503 1.57231 -1.05879
C -2.03231 -0.33728 -4.96518
H 0.83862 -4.64745 -0.97736
H -5.44102 0.16021 -1.71341
O 3.77605 2.78441 0.07883
C 4.00273 -1.33709 2.51118
O 3.31868 1.41756 -1.87780
H 1.44815 1.74384 6.09229
C -4.83298 3.09963 -0.00542
H -5.82360 3.18106 0.45419
H -4.34665 -0.27326 0.59038
C -4.56901 0.76456 0.84777
C 0.02519 0.40475 5.14089
H 2.28614 -0.94339 4.59456
H -1.84857 1.16480 4.32652
C 0.27370 -2.80030 1.09007
C -2.00959 1.81584 -0.30403
H 6.08192 -0.76160 2.23177
C 2.66785 -0.58632 2.53787
H -2.65147 1.98239 -6.29719
H -0.01329 2.47732 -4.82961
O 2.70218 3.77988 -1.86898
```

## Properties
Multiplicity ... 4
Energy above the lowest of the compared OMol25 structures with the same formula, charge and spin ... 47.6 kcal per mole
Frontier orbital gap (spin up / spin down) ... 0.2417 / 0.2489 Eh
⟨S²⟩ ... 3.828
Net charge ... -2
Max |F| ... 0.8 eV/A
Energy ... -235649.58544 eV

***

Record 7
Here is a molecular structure, C39H55IN11O2Si4TeY from OMol25. Energies are from ωB97M-V with the def2-TZVPD basis set.

```
114
Properties=species:S:1:pos:R:3
O -4.81685 -3.38518 -0.17735
H 3.57294 -4.21585 -2.76453
N 0.56453 -3.75462 -0.22868
C -1.93506 -1.47673 -1.18183
C -0.57243 -3.31040 -0.75616
C 5.98689 -1.10367 0.47191
Y -0.60256 0.13441 0.96746
H 1.88069 4.18448 -1.71132
N -1.35860 2.28702 -0.05614
H 5.85060 -2.09361 0.04079
H 2.99230 -1.25725 5.33751
H 0.74787 -1.61027 -2.72093
H -4.79956 -2.19329 -2.30110
N -1.21369 -1.68388 2.78526
H 1.59581 2.79856 5.44614
C -4.71393 5.94700 -0.95979
C -0.13734 2.47829 3.39983
C -1.76575 -2.06583 5.07752
C 5.76935 1.92218 0.06526
H -4.10050 5.10794 -2.83640
H -6.89896 -4.32653 0.82788
C -3.99118 5.08720 -1.76031
C -4.56885 5.91398 0.43091
C -0.92849 -3.85298 3.74675
N 0.72263 0.26712 3.40322
C 1.39066 -1.97716 -3.51288
H 7.02241 -1.02376 0.80482
H 3.07705 3.49426 -0.61612
H 3.42228 -3.43015 -1.18170
C -2.49276 -3.56076 -2.11116
H -1.06360 1.71516 -2.00991
H 3.07985 1.01270 6.37755
C 4.08698 2.68776 -3.61164
H -3.05367 -2.01010 0.91564
H -0.17383 3.48437 3.81346
H -6.10407 1.46177 2.42065
H -2.42202 3.31048 -2.92327
C -1.38539 -3.39589 4.97098
H 5.34131 -1.02750 1.34573
H 1.14849 -3.02291 -3.70818
C -1.41598 -4.14363 -1.54828
H 1.43847 2.87971 -0.59234
C 1.51356 -0.67479 3.90630
H 4.91446 -3.30223 -2.08859
H 4.95337 2.95192 -3.00935
C -0.86024 -2.96267 2.68185
H 5.65915 2.74149 -0.64277
C 4.19354 -1.45663 -4.59308
C 6.81933 0.11967 -2.20493
C -3.91679 -1.64538 -2.62805
H -3.66584 1.82053 2.29605
C -5.09614 -1.53591 1.25326
Si 2.70326 2.00320 -2.55556
H 4.11180 -2.30503 -5.27458
N -2.74648 -2.22861 -1.97712
H -7.09722 -3.05628 1.98660
H 3.83476 -0.57380 -5.12126
C 2.37250 -0.45128 4.97558
I -0.34784 -5.81780 3.46579
C -1.66113 -1.25006 3.96754
H -3.56098 5.00115 2.08850
H 1.57305 1.07146 -4.56332
H 5.00702 2.03558 0.83609
C 3.83089 -3.32710 -2.18661
H -7.04501 -0.72863 1.70345
H -2.13468 -1.66568 6.00975
C -1.57353 2.39243 -1.34081
C -4.09122 0.87223 2.00465
H 1.16717 -1.41033 -4.41465
H -3.80216 -1.70494 -3.70936
C -5.49448 -2.87080 0.69674
C -5.46081 0.66602 2.08034
N -3.23372 -0.06491 1.58785
C 1.24057 1.61479 -3.68053
N -1.77789 3.19639 2.05727
H 6.77276 -0.86225 -2.67241
H -1.44991 -4.05709 5.82229
H 6.62154 0.86618 -2.97227
H 7.84165 0.26734 -1.85473
H -5.39623 6.65020 -1.41237
H 0.50152 0.97849 -3.19258
C -2.95027 4.14718 0.22304
N -6.61038 -3.43306 1.19315
Si 5.62960 0.25038 -0.76619
H 6.74488 2.02602 0.54144
H -3.20378 -4.10598 -2.71438
Si 3.20324 -1.77896 -3.03780
H -3.98968 -0.60599 -2.32170
C -3.74470 -1.24280 1.23913
H 0.76118 2.53304 -4.02754
H 5.24820 -1.30598 -4.37696
C 1.59819 1.80083 5.03367
H 3.76419 3.58362 -4.14317
C 2.22387 3.25604 -1.24927
H 1.46512 -1.64711 3.43598
O -2.10704 -0.24549 -1.01723
N -0.90999 2.15365 2.42985
H 4.41107 1.96056 -4.35478
C -3.69485 5.02467 1.01721
C 2.42018 0.80608 5.54798
H -0.50039 -3.29654 1.72243
Te 2.17341 -0.45871 0.57966
N -0.91235 -2.04301 -0.51240
H -1.95220 -0.20843 4.01584
C -3.11522 4.19340 -1.15426
C -1.99803 3.18467 0.78806
C 0.77517 1.48201 3.96674
C -5.97735 -0.55769 1.68908
N -2.36668 3.28769 -1.91543
H -5.13701 6.59543 1.04556
H 0.90541 -4.67457 -0.45308
H 1.22310 -3.06480 0.13918
H -1.20776 -5.18969 -1.69766
Si 3.43519 0.02423 -1.57043
```

## Properties
Energy above the lowest of the compared OMol25 structures with the same formula, charge and spin ... 0.0 kcal per mole
Frontier orbital gap ... 0.2287 Eh
Net charge ... +2
Max |F| ... 1.3 eV/A
Energy ... -109767.58818 eV

***

Record 8
Here is 2 unconnected molecules or ions with the total composition CH7N3S2 from OMol25. Energies are from ωB97M-V with the def2-TZVPD basis set.

```
13
Properties=species:S:1:pos:R:3
N 0.19073 1.56981 -0.20696
N -1.26601 -0.28773 -0.26853
H 3.48097 -2.65644 -0.47853
S 2.29353 -2.04232 -0.49582
H -0.39165 -0.79343 -0.35294
H 1.53585 -3.04823 1.84254
H 0.81186 1.19199 -0.90104
N -2.05324 1.81000 0.35566
C -1.04303 0.94231 -0.04462
S 1.14748 -3.33254 0.58032
H 0.22871 2.56658 -0.14339
H -1.98101 2.70532 -0.10018
H -2.95419 1.37469 0.21349
```

## Properties
Energy above the lowest of the compared OMol25 structures with the same formula, charge and spin ... 5.7 kcal per mole
Frontier orbital gap ... 0.3443 Eh
Max |F| ... 0.9 eV/A
Energy ... -27291.46855 eV
Structure (SMILES) ... N=C(N)N.SS

***

Which formula does entry 2 have?
C28H50N2O6SbSiTa